# 1
The following is a DFT calculation (the ωB97M-V functional and the def2-TZVPD basis) of C55H69N7O2P2SiTi as an isolated structure in a non-equilibrium geometry.

## Properties
E_HOMO   -12.622 eV
Gap between HOMO and LUMO   6.4 eV
Charge   +2

Each line ends with the Mulliken charge.
Positions of all 137 atoms, in Å:
H  -2.84262  -1.35035  -5.86803  0.247
H  0.05642  2.04592  4.47992  0.561
N  -1.51422  -0.45541  -1.17508  0.396
H  0.99189  -3.21373  -0.94146  -0.995
C  0.95588  -6.05464  -0.97955  -1.221
H  -4.96238  -2.21305  -5.18250  0.212
C  -2.26262  -2.82507  0.84780  1.276
C  5.71860  2.90753  -1.25262  0.166
C  6.26242  -0.48584  2.27258  -0.791
H  -2.53051  -2.76397  -0.20783  0.442
C  1.08963  1.94460  2.58304  0.158
H  2.36624  -2.19772  0.77679  -0.003
C  4.55684  3.75919  -0.73419  -2.242
H  0.50432  -4.55535  2.63263  0.627
C  0.59735  -1.15292  2.91636  0.524
H  2.41222  3.82068  -0.61912  1.384
C  0.73418  -5.00705  0.13797  -0.983
H  -2.15827  -1.85178  3.51317  0.062
C  -3.64029  -3.40214  3.45093  -1.408
N  -3.25991  -1.34249  -2.60970  -0.761
C  6.50978  1.00383  1.97595  -0.980
C  0.16639  -3.70326  -0.44856  1.428
C  4.13001  1.79299  -2.83943  0.555
C  -0.00333  -4.57765  -2.78811  -0.803
H  5.42065  2.69205  1.22154  0.079
H  1.45713  -6.16024  -3.07715  0.578
C  -2.58551  -4.26004  1.31482  -1.234
H  -4.65830  -3.55184  3.06718  0.412
H  7.06510  1.46079  2.79698  0.482
C  1.99818  2.60135  1.73982  0.411
C  4.16617  -2.76094  -1.99815  -1.577
Ti  0.37709  -0.04134  -0.49261  -1.829
H  6.64499  3.47776  -1.17059  0.429
H  -2.06338  0.20191  3.21606  0.514
C  -1.83287  3.95597  -0.21446  -1.477
C  3.44188  -1.93988  -2.84606  -0.738
H  3.03232  0.31461  2.83328  -0.436
H  3.69745  -1.86337  -3.89498  0.621
H  3.26114  -1.00242  1.72618  -0.644
H  6.29113  1.81790  -3.03143  0.510
C  0.75563  2.54098  3.80679  -0.471
C  0.02848  1.59844  -4.37551  -0.743
H  0.06568  -5.43494  0.88163  0.245
N  0.76466  0.50484  -2.41205  1.310
H  1.55410  -4.39825  4.82796  0.447
C  5.48756  2.47696  -2.69969  -1.591
H  -1.83148  3.40098  -3.54044  0.591
H  5.00117  -3.34005  -2.37853  0.510
C  1.28705  -3.48960  4.29673  -1.176
C  2.40233  -1.19640  -2.33529  0.357
H  -3.81609  -1.24083  3.55302  0.544
H  -2.87560  4.88949  -1.84500  0.497
H  1.78642  -6.70544  -0.70183  0.524
H  -1.71957  -4.33786  3.30582  0.152
C  0.35372  -2.41579  2.34084  0.148
C  -1.64613  0.91786  2.50875  -1.767
P  2.65761  1.68762  0.29493  1.183
H  -5.32949  -2.28038  -3.49197  0.241
H  6.21652  -1.05825  1.33760  0.247
H  5.00053  -0.05742  3.95155  0.392
C  3.17708  3.08532  -0.86817  0.209
N  -2.67361  -1.19424  -4.88274  -0.159
O  -0.40345  -0.10203  -6.82080  -0.653
H  4.77751  -1.67667  3.32164  0.550
H  4.31798  -3.49868  0.02737  0.731
H  -2.31822  0.98005  1.65209  0.497
H  1.36167  -0.12150  4.65071  0.231
C  2.12659  4.44431  3.30584  -1.013
N  2.06184  -1.25506  -1.03182  1.728
C  -3.16466  -1.99259  3.09876  -0.385
H  -2.86241  -0.79028  1.30101  -0.409
C  -0.97026  2.93441  0.12918  -0.211
H  4.75213  4.11233  0.27245  0.517
C  4.16486  0.87672  1.09435  0.521
C  1.57843  -0.27695  -3.14798  1.030
C  0.61451  0.66148  -6.69821  -0.323
H  -2.22804  4.60501  0.55757  0.619
H  7.13107  1.10478  1.08131  0.287
H  2.27822  -0.82992  -5.09104  0.626
C  1.51947  -2.24591  4.87600  -0.709
H  3.95500  1.50014  -3.87740  0.578
C  -0.81073  -4.02299  -1.59355  -0.185
C  1.62944  -0.18562  -4.50760  -1.384
C  -0.00950  1.42386  -3.01998  0.656
C  -3.14808  -1.80123  1.57836  -0.812
C  -3.50848  -1.51915  -3.92543  0.574
N  -0.44810  2.08851  -0.77143  1.338
H  1.97696  -2.17816  5.85835  0.459
H  1.01407  4.21415  5.13175  0.452
C  -2.29147  -0.83756  -1.98385  0.518
C  0.82046  0.75192  -5.16466  -0.567
C  5.19419  1.79144  1.77520  -0.804
H  -3.68284  -3.53111  4.53371  0.517
H  4.78071  2.10823  2.73855  0.626
C  3.79739  -2.84832  -0.66429  -1.562
H  3.16678  4.39457  1.44803  0.346
H  7.08958  -0.90049  2.84930  0.570
H  3.05233  3.64710  -2.93150  0.821
H  -1.88861  -4.98840  0.89874  0.445
C  0.69922  -3.57496  3.04425  -0.525
C  -1.60740  3.27832  -2.48860  -0.774
C  -2.17925  4.11463  -1.54268  -1.213
H  -1.76428  -0.79975  -4.71404  -0.106
H  4.13126  0.87301  -2.23263  -0.453
C  -0.73956  2.29562  -2.07530  0.513
H  -1.63400  1.89923  2.98702  0.963
H  -0.55465  2.37700  -4.85497  0.488
P  -0.47346  -2.38083  0.71239  -0.222
C  2.48778  3.85836  2.09930  -0.731
O  1.36781  1.19892  -7.49095  -0.635
H  2.03672  2.28990  -2.53365  -1.221
H  2.51406  5.42506  3.56658  0.462
H  4.64901  0.35084  0.26183  0.900
H  5.84111  2.01228  -0.63343  -0.266
H  1.67918  -4.79585  0.64276  0.395
H  -1.55028  -4.75506  -1.26031  0.539
H  0.32529  -3.74946  -3.42401  0.157
C  1.28122  3.77166  4.17762  -1.187
C  -2.69816  -4.43579  2.83347  -0.686
H  -3.56262  -4.48954  0.87677  0.507
H  -0.67526  2.79861  1.15781  0.205
C  3.01051  2.71769  -2.35279  -0.275
Si  0.11197  0.43563  2.02075  2.196
N  -4.68355  -2.06082  -4.22776  -0.355
H  5.50683  3.35718  -3.35408  0.411
H  2.10770  -4.75677  -2.25911  -0.181
H  -4.16947  -1.94793  1.20922  0.786
C  1.22122  -5.39939  -2.33293  -0.289
C  1.17194  -1.09080  4.18979  -0.238
H  -0.65961  -5.19953  -3.39922  0.550
H  -1.36279  -3.14374  -1.91587  -0.798
C  3.75245  -0.14883  2.16986  1.071
H  4.49502  4.66052  -1.35538  0.642
C  4.94558  -0.63906  3.02532  -1.378
H  0.07493  -6.69912  -1.06460  0.396
C  2.73101  -2.10120  -0.23089  -0.017
H  -3.04963  -5.44872  3.03757  0.503

# 2
The following is a DFT calculation (the ωB97M-V functional and the def2-TZVPD basis) of a 2-piece molecular cluster, C3H3O3 overall in a non-equilibrium geometry.

## Properties
E_HOMO (alpha / beta)   -10.939 / -11.043 eV
Gap between HOMO and LUMO (alpha / beta)   2.9 / 3.1 eV
Charge   +1

Each line ends with the Mulliken charge.
Positions of all 9 atoms, in Å:
H  -2.87132  -0.38400  -0.13720  0.372
C  -0.99699  -0.01253  -0.60703  -0.313
O  1.43892  -0.02385  -0.21017  -0.406
C  0.29028  -0.01394  -0.26982  0.659
O  4.95700  -0.52872  -0.03587  0.066
O  -1.94270  -0.80032  -0.14452  -0.486
H  -1.12927  0.85821  -1.34596  0.207
C  5.14019  0.60244  0.02567  0.479
H  4.93876  1.65898  0.08817  0.422

# 3
The following is a DFT calculation (the ωB97M-V functional and the def2-TZVPD basis) of C3H7NOS in the gas phase in a non-equilibrium geometry.

## Properties
E_HOMO   -9.045 eV
Gap between HOMO and LUMO   9.8 eV
SMILES string   OCC/C=N\S

Each line ends with the Mulliken charge.
Positions of all 13 atoms, in Å:
H  0.02455  -1.31126  -1.19195  0.357
H  2.11634  -0.74259  0.65434  0.352
C  1.32560  -0.41213  0.00579  -0.426
H  1.83778  0.01613  -0.87388  0.288
H  0.88328  1.53183  0.98191  0.312
C  -0.64086  1.01478  -0.41628  -0.159
S  -2.63704  -0.68335  0.14933  -0.102
H  -0.32098  1.83058  -1.13019  0.325
O  0.62915  -1.58555  -0.42621  -0.524
N  -1.82673  0.62561  -0.66935  -0.398
C  0.37724  0.64882  0.63019  -0.428
H  -1.60031  -1.23725  0.77805  0.127
H  -0.16800  0.30440  1.50825  0.277

For reference, energy relative to the best compared isomer or geometry (same formula, charge and spin) by record: 66.5, 334.3, 194.6 kJ/mol.